[1]
# CH11O5

A 5-piece molecular cluster, CH11O5 overall (ωB97M-V with the def2-TZVPD basis set, the OMol25 dataset).

```
17
Properties=species:S:1:pos:R:3:forces:R:3:mulliken_charge:R:1
C 0.35630 -0.65514 -1.23180 0.5 0.1 -0.4 -0.597
O 0.33548 0.26506 -0.18804 0.2 -0.8 -0.1 -1.059
H 1.37728 -0.99843 -1.49914 0.0 0.2 0.0 0.258
H -0.06129 -0.24040 -2.16465 -0.1 -0.1 -0.2 0.282
H -0.16704 -1.60590 -1.04486 -0.4 0.1 0.2 0.241
H -0.68938 1.74771 -1.72779 -0.4 -0.1 0.0 0.282
H 0.32283 2.57748 -1.14544 -0.1 0.2 0.3 0.335
O -0.54357 2.68566 -1.56159 0.5 0.0 -0.3 -0.663
H 1.83026 -0.44571 0.47799 -0.2 0.1 0.1 0.382
H 3.29456 -0.28791 0.85384 0.2 0.0 0.1 0.264
O 2.60302 -0.95110 0.85073 -0.1 0.1 -0.1 -0.701
H -2.17537 -0.56622 0.79121 -0.1 -0.1 0.2 0.331
H -1.65428 0.50894 -0.08667 0.1 0.0 0.2 0.435
O -2.50422 0.14844 0.23751 0.1 0.1 -0.2 -0.699
H 0.60228 -1.69866 2.11756 0.1 -0.1 0.1 0.279
H -0.03513 -0.89387 1.01617 -0.3 0.4 0.3 0.398
O -0.27394 -1.47406 1.79501 0.1 0.0 -0.3 -0.767
```
Forces are in eV/Å.

Results
2S+1 = 1
energy relative to the best compared isomer or geometry (same formula, charge and spin) = 0.3934 eV
total charge = -1
E_LUMO = 3.842 eV

---

[2]
# C20H50NO2P2Si4Zn

C20H50NO2P2Si4Zn as an isolated structure in a non-equilibrium geometry (ωB97M-V with the def2-TZVPD basis set, the OMol25 dataset).

```
80
Properties=species:S:1:pos:R:3:forces:R:3:mulliken_charge:R:1
Zn -0.24670 -0.02243 -0.90665 1.3 -0.9 1.3 -1.054
P -2.41550 0.53797 -1.17043 -1.1 0.0 -0.1 0.740
C -2.34366 1.20816 -2.87383 -0.2 0.3 0.8 -1.557
C -0.95434 1.65220 -3.25999 0.4 0.4 -0.5 0.635
N 0.11828 1.24674 -2.55722 -0.2 0.4 -0.1 0.542
C 1.35560 1.61910 -2.92601 0.2 0.0 -0.4 0.746
C 1.55169 2.32989 -4.10592 0.2 -0.1 -0.1 -0.632
C 0.45861 2.74854 -4.86099 0.2 0.0 0.2 -0.566
C -0.81314 2.44382 -4.39015 0.0 0.0 -0.1 -0.727
C 2.55656 1.22780 -2.07603 0.3 0.0 -0.2 -1.474
P 2.22484 -0.26236 -1.07655 0.0 0.0 0.0 0.630
H -1.71280 2.78071 -4.89387 0.2 0.0 -0.1 0.472
H 2.58202 2.50357 -4.41664 -0.3 0.2 0.0 0.443
H 0.61132 3.30218 -5.79152 -0.1 -0.2 0.4 0.423
H 3.42449 1.02658 -2.71914 -0.2 0.4 0.0 0.486
H 2.82826 2.04176 -1.38321 -0.2 -0.1 -0.3 0.372
H -2.68103 0.40586 -3.52554 -0.1 0.0 -0.2 0.402
H -3.04713 2.04873 -2.94392 0.1 -0.2 -0.3 0.500
H -1.15600 -4.24991 -3.04047 0.1 0.0 0.2 0.302
O -1.51478 -4.51177 -3.88974 -0.1 0.4 -0.3 -0.599
H -1.44695 -3.72077 -4.44508 0.0 -0.3 0.1 0.302
H 1.44430 -1.11494 2.35671 0.1 0.7 -0.1 -0.313
O 0.15055 -1.03618 0.67882 -1.1 -0.6 -0.9 0.614
H 0.29120 -1.96761 0.41970 -0.1 0.5 0.3 -0.070
C 2.85303 -1.62813 -2.11018 0.2 -0.1 -0.2 -1.316
H 3.76190 -1.34724 -2.66245 -0.2 -0.2 0.2 0.410
H 3.07186 -2.48859 -1.45925 -0.1 0.2 -0.3 0.379
H 2.07844 -1.90796 -2.84055 0.3 0.0 0.2 0.361
C 3.35197 -0.12648 0.34810 0.3 0.0 0.0 -0.921
H 3.35610 -1.07651 0.90484 -0.1 0.4 -0.1 0.321
H 4.38069 0.10391 0.02643 -0.3 -0.1 0.1 0.580
H 2.99691 0.67218 1.01873 0.1 -0.4 -0.2 0.081
C -3.10199 1.83142 -0.10089 -0.1 0.3 0.0 -1.123
H -4.09769 2.10512 -0.47604 0.2 0.0 0.1 0.515
H -3.20039 1.45995 0.93106 0.1 0.1 -0.4 0.142
H -2.44586 2.71309 -0.10290 -0.2 -0.2 0.1 0.389
C -3.72951 -0.71050 -1.24264 -0.1 -0.1 0.0 -1.178
H -3.70608 -1.30071 -0.31398 -0.1 0.2 -0.3 0.337
H -4.70383 -0.20643 -1.35969 0.3 -0.3 0.0 0.401
H -3.54567 -1.38221 -2.09482 -0.1 0.2 0.3 0.443
C -0.65764 2.45037 2.66473 -0.3 0.3 -0.1 -0.681
Si -0.98642 0.97063 3.77635 0.4 -0.4 -0.1 0.592
C -1.01444 1.59735 5.55935 -0.1 0.0 -0.1 -1.090
C -2.68647 0.23039 3.46512 -0.3 0.3 -0.1 -1.022
Si 0.61601 -0.71260 3.51711 0.5 -0.2 0.6 0.189
Si 2.39434 -0.02077 4.85838 -1.0 -0.4 -0.3 0.637
C 1.96851 -0.14769 6.68035 0.5 0.1 0.3 -1.055
C 3.79977 -1.17082 4.38563 0.4 0.1 0.3 -0.968
C 2.80978 1.75498 4.38013 0.3 0.1 0.2 -1.015
Si -0.17906 -2.89220 3.78742 0.4 1.2 0.0 0.424
C -0.39353 -3.21335 5.61882 -0.2 -0.7 0.0 -1.064
C -1.75903 -3.06038 2.78629 -0.2 -0.4 0.0 -0.715
C 1.14897 -3.92778 2.94276 -0.1 -0.4 0.1 -1.024
H -1.53339 3.11722 2.69390 0.2 0.0 -0.1 0.369
H -0.48244 2.15611 1.62089 0.0 0.0 0.1 -0.166
H 0.21434 3.02437 3.00794 -0.2 -0.2 -0.1 0.360
H -1.88369 2.26879 5.64596 0.2 -0.1 0.1 0.389
H -1.14733 0.78024 6.28125 0.0 0.2 -0.2 0.305
H -0.11586 2.16491 5.83500 -0.2 -0.1 -0.1 0.262
H -2.74847 -0.31135 2.51185 0.0 0.1 0.2 -0.005
H -2.95402 -0.46463 4.27440 0.1 0.2 -0.2 0.367
H -3.42702 1.04502 3.46036 0.0 -0.2 0.0 0.475
H 1.39025 -1.04960 6.91990 0.1 0.2 -0.1 0.226
H 2.91948 -0.19491 7.23133 -0.3 0.0 0.2 0.422
H 1.41275 0.73135 7.03221 0.1 -0.2 -0.1 0.291
H 4.35388 -0.77950 3.52176 -0.1 -0.1 0.2 0.232
H 4.48782 -1.23048 5.24109 0.1 -0.1 -0.3 0.419
H 3.45351 -2.18481 4.14735 0.1 0.3 0.1 0.137
H 3.19380 1.81497 3.35272 -0.1 0.0 0.2 0.211
H 1.95758 2.44143 4.46739 0.2 -0.2 0.0 0.218
H 3.60220 2.11046 5.05473 -0.1 0.1 -0.2 0.418
H -1.10818 -2.50116 6.05932 0.2 -0.2 -0.1 0.308
H -0.79546 -4.23215 5.73683 0.1 0.2 0.3 0.407
H 0.56268 -3.14411 6.15818 -0.3 0.0 -0.2 0.244
H -1.61880 -2.61590 1.79164 0.1 -0.1 0.2 -0.162
H -1.97125 -4.13363 2.66274 -0.2 0.2 0.0 0.495
H -2.62255 -2.56988 3.25376 0.2 -0.2 -0.1 0.286
H 1.38190 -3.52894 1.94618 -0.1 0.0 0.2 0.093
H 2.09266 -3.96644 3.50539 -0.3 -0.1 -0.1 0.301
H 0.75272 -4.94677 2.81346 0.3 0.1 0.0 0.449
```
Forces are in eV/Å.

Results
2S+1 = 1
energy relative to the best compared isomer or geometry (same formula, charge and spin) = 2.2482 eV
total charge = +1
E_LUMO = -3.309 eV

---

[3]
# C4H5NO2

One molecule with the formula C4H5NO2 in a non-equilibrium geometry (ωB97M-V with the def2-TZVPD basis set, the OMol25 dataset).

```
12
Properties=species:S:1:pos:R:3:forces:R:3:mulliken_charge:R:1
O -1.07329 2.19817 -0.50719 0.7 -0.7 0.0 -0.497
C -0.47575 1.23471 -0.13784 0.4 1.1 1.0 0.504
C -1.01277 -0.03596 0.44388 0.1 0.0 0.1 -0.421
C -0.19223 -1.08752 -0.28933 -0.6 0.3 -1.2 -0.448
N 1.22122 -1.04714 -0.01392 0.3 0.6 0.3 -0.478
C 1.68686 0.12336 0.08189 -0.2 -0.5 0.0 0.114
O 0.96944 1.28345 -0.07069 -1.0 0.1 -0.4 -0.358
H -0.88085 -0.01249 1.52933 0.1 -0.1 0.0 0.266
H -2.07832 -0.14561 0.22680 0.2 0.2 0.0 0.279
H -0.34298 -0.70082 -1.34354 0.2 -1.3 0.4 0.295
H -0.57366 -2.09974 -0.17135 0.0 0.1 -0.1 0.354
H 2.75234 0.28959 0.25197 -0.4 0.2 0.0 0.390
```
Forces are in eV/Å.

Results
2S+1 = 1
energy relative to the best compared isomer or geometry (same formula, charge and spin) = 0.7306 eV
E_LUMO = 0.793 eV